Density functional theory data (ωB97M-V with the def2-TZVPD basis set) for C19H14Br2N2O3Ti as an isolated structure at a distorted geometry.

Last column: Mulliken spin population.
Positions of all 41 atoms, in Å:
Ti1 0.4664 1.0817 -0.3999  1.018
Br1 1.7846 2.9836 0.8750  -0.001
C1 1.5933 1.5609 2.2258  -0.016
C2 1.7307 1.8489 3.5526  0.039
C3 2.1281 0.8835 4.5065  -0.022
C4 2.3791 -0.4084 4.0886  0.037
C5 2.2099 -0.7830 2.6745  -0.018
C6 2.5799 -2.0621 2.2156  0.071
C7 2.4614 -2.3812 0.8914  -0.042
C8 2.0427 -1.3827 -0.0055  0.090
C9 1.5077 -0.1770 0.4017  -0.164
C10 1.7549 0.2035 1.7745  0.010
H1 1.6827 2.8686 3.7968  0.002
H2 2.3204 1.1693 5.5646  -0.001
H3 2.8756 -1.2242 4.7447  0.000
H4 3.0530 -2.7759 2.8784  0.003
H5 2.6221 -3.4336 0.5666  -0.001
H6 2.1087 -1.6155 -1.0902  0.007
O1 -5.0532 -0.7740 -0.5376  0.000
C11 -3.8793 -0.2376 -0.1819  0.000
C12 -2.9921 -0.9912 0.6612  0.002
C13 -1.8162 -0.4152 1.0957  0.002
N1 -1.4101 0.7714 0.4830  -0.005
C14 -2.2687 1.5122 -0.2572  0.001
Br2 -1.5370 3.2076 -0.8850  0.001
C15 -3.5362 1.0871 -0.5921  0.007
H7 -5.1817 -1.7167 -0.2219  0.000
H8 -3.1858 -2.0385 1.0346  0.000
H9 -1.1535 -0.7939 1.7935  -0.004
H10 -4.1833 1.8535 -1.0979  0.000
O2 -1.7667 -1.4433 -2.4579  0.009
C16 -0.8639 -0.7063 -2.9357  0.005
C17 -0.5904 -0.2558 -4.4012  -0.001
C18 0.4762 0.7813 -4.3312  0.003
C19 0.7448 0.8437 -2.7939  0.007
O3 1.3569 1.7478 -2.1237  -0.012
N2 0.0247 -0.0560 -2.0562  -0.027
H11 -1.5268 0.0611 -4.8293  0.000
H12 -0.3222 -1.1411 -5.0221  0.000
H13 0.0492 1.8220 -4.7013  0.000
H14 1.3144 0.5256 -4.9033  0.000

Forces on the atoms, in the same order (eV/Å):
Ti -2.18 3.37 -1.42
Br -0.34 -0.62 0.99
C 0.82 -1.04 0.56
C 0.27 0.00 -0.81
C 0.13 -1.16 0.54
C 1.03 -1.06 -0.49
C 0.27 0.92 2.33
C -0.03 -0.13 -0.14
C 0.09 -0.52 -0.15
C -0.52 -0.91 -1.23
C 4.11 -2.59 2.16
C -0.66 0.01 -1.00
H -0.03 1.18 0.72
H -0.30 -0.14 -1.03
H -1.13 1.68 -0.89
H -0.38 0.02 0.30
H 0.30 1.11 0.05
H -0.42 0.10 0.83
O 0.10 -0.59 0.21
C 0.26 -0.62 0.44
C 0.29 -0.23 0.73
C -1.73 2.31 -3.57
N -0.77 0.35 0.74
C 0.48 -1.28 0.70
Br -0.63 -0.96 0.25
C -0.58 0.53 -0.07
H 0.48 1.60 -0.41
H -0.30 1.40 -0.59
H 1.22 -0.99 1.08
H 0.33 -1.50 0.40
O 2.59 2.15 -2.18
C -2.31 -1.87 2.17
C -0.74 -2.30 0.31
C -1.61 2.76 1.34
C -0.76 0.63 0.18
O -0.10 -1.05 -1.20
N 0.48 0.61 -2.73
H -0.37 0.36 -0.02
H 0.00 0.46 0.61
H 1.21 -1.93 0.93
H 1.45 -0.10 -0.64

- HOMO-LUMO gap (spin up / spin down) (eV) = 6.829 / 8.080
- LUMO energy (spin up / spin down) (eV) = -3.4 / -3.3
- max |F| (eV/Å) = 5.318
- energy relative to the best compared isomer or geometry (same formula, charge and spin) (eV) = 1.2167
- expectation value of S² = 0.7650
- calculated total energy (eV) = -192246.8333
- charge = +1
- spin multiplicity = 2